# 1
{"formula": "C26H26Cl2HgN2P2S2", "method": "ωB97M-V/def2-TZVPD", "total_charge": -1, "spin_multiplicity": 2, "homo_lumo_gap_ev": [7.16, 6.29], "relative_energy_kcal_mol": 2.5, "s2": 0.764, "molar_mass_g_mol": 764.1, "species": ["Hg", "S", "P", "C", "P", "S", "C", "C", "C", "C", "C", "C", "C", "C", "C", "C", "C", "C", "C", "C", "C", "C", "C", "C", "C", "C", "C", "C", "C", "C", "H", "H", "H", "H", "H", "H", "H", "H", "H", "H", "H", "H", "H", "H", "H", "H", "H", "H", "H", "H", "Cl", "C", "Cl", "H", "H", "N", "N", "H", "H", "H", "H"], "positions_angstrom": [[-2.28337, -2.92656, -1.34229], [-3.55984, 0.17841, 0.11063], [-1.61954, 0.18647, 0.36322], [-0.74832, -0.65161, -0.89014], [0.85223, -1.30755, -0.68985], [1.23809, -2.78306, -1.92904], [1.36952, -1.76609, 1.00644], [1.12451, -3.07773, 1.39146], [1.38219, -3.48157, 2.68599], [1.87006, -2.57529, 3.61227], [2.12676, -1.26891, 3.22917], [1.87913, -0.86435, 1.93138], [2.02304, 0.01733, -1.14383], [3.36312, -0.05433, -0.78482], [4.24215, 0.90980, -1.23723], [3.79815, 1.93086, -2.06225], [2.46846, 1.98470, -2.44465], [1.58400, 1.02436, -1.99210], [-0.94722, 1.86845, 0.15918], [0.22005, 2.28899, 0.78586], [0.77854, 3.50834, 0.46078], [0.18155, 4.31412, -0.49622], [-0.97979, 3.89570, -1.12693], [-1.53881, 2.67430, -0.80507], [-1.37200, -0.16217, 2.14132], [-1.42067, -1.49203, 2.53214], [-1.36856, -1.82783, 3.87001], [-1.27743, -0.83129, 4.82835], [-1.28933, 0.49911, 4.44253], [-1.34804, 0.83774, 3.10448], [0.73938, -3.77098, 0.65159], [1.19141, -4.50681, 2.97015], [2.05041, -2.88352, 4.63232], [2.51785, -0.55981, 3.94557], [2.09629, 0.14945, 1.62646], [3.71768, -0.87008, -0.16854], [5.28075, 0.86441, -0.94139], [4.49173, 2.68115, -2.41483], [2.11287, 2.77580, -3.09095], [0.54326, 1.03896, -2.29040], [0.68322, 1.66354, 1.53556], [1.69047, 3.82858, 0.94832], [0.62169, 5.26868, -0.74942], [-1.44697, 4.51779, -1.87753], [-2.44537, 2.32944, -1.28464], [-1.50061, -2.25822, 1.76738], [-1.39687, -2.86779, 4.16304], [-1.20062, -1.09125, 5.87535], [-1.25523, 1.27921, 5.19045], [-1.38361, 1.87588, 2.80707], [0.13795, -1.89500, -6.68324], [-0.13605, -2.48459, -5.04668], [-1.86120, -2.60548, -4.69889], [0.30946, -1.78843, -4.33634], [0.30331, -3.47744, -4.95953], [-5.06676, 0.72135, -2.86156], [-3.96903, -0.03815, -3.38380], [-4.76823, 1.69685, -2.87251], [-5.23809, 0.48369, -1.87914], [-3.23462, -0.16333, -2.67628], [-4.33308, -0.96219, -3.60835]]}



# 2
{"formula": "C26H26FeN4O2S2", "method": "ωB97M-V/def2-TZVPD", "total_charge": 1, "spin_multiplicity": 6, "homo_lumo_gap_ev": [7.15, 5.05], "relative_energy_kcal_mol": 0.0, "s2": 8.802, "molar_mass_g_mol": 546.5, "species": ["Fe", "C", "C", "C", "C", "C", "C", "C", "C", "N", "C", "O", "C", "C", "C", "C", "C", "N", "C", "O", "N", "C", "C", "C", "C", "C", "C", "C", "C", "H", "H", "H", "H", "H", "H", "H", "H", "H", "H", "H", "H", "H", "H", "H", "H", "H", "H", "H", "H", "H", "S", "C", "N", "C", "C", "S", "H", "H", "H", "H", "H"], "positions_angstrom": [[-15.97111, -0.21389, 1.65961], [-11.85368, -2.48670, 3.80763], [-11.98186, -2.28312, 2.31385], [-10.83724, -2.39948, 1.54587], [-10.86919, -2.04020, 0.18664], [-12.12501, -1.69576, -0.42099], [-13.28069, -1.60037, 0.27356], [-14.57059, -1.30495, -0.45842], [-13.22656, -1.86503, 1.74427], [-14.36400, -1.58375, 2.41721], [-14.70206, -1.94346, 3.73719], [-14.76042, -3.06456, 4.19537], [-15.32138, -0.80878, 4.50426], [-15.43225, -0.73256, 5.88518], [-16.01505, 0.41350, 6.41976], [-16.48943, 1.45581, 5.58192], [-16.38618, 1.27249, 4.16962], [-15.79732, 0.18109, 3.72267], [-16.92685, 2.11108, 3.03248], [-17.45345, 3.19995, 3.24057], [-16.68190, 1.56483, 1.82666], [-17.01198, 2.34261, 0.64975], [-15.92558, 2.88204, -0.06071], [-14.55632, 2.86841, 0.57031], [-16.14598, 3.47948, -1.33374], [-17.43259, 3.61826, -1.78190], [-18.50400, 3.19113, -1.04320], [-18.34244, 2.53853, 0.18741], [-19.56043, 2.10958, 0.94745], [-10.83864, -2.74490, 4.01775], [-12.56650, -3.20150, 4.20592], [-12.09205, -1.54036, 4.29272], [-9.95270, -2.72961, 2.04289], [-10.02278, -2.17241, -0.44830], [-12.20902, -1.52624, -1.46338], [-14.54472, -1.45492, -1.54269], [-14.87426, -0.23198, -0.39019], [-15.42048, -1.84730, -0.07631], [-15.05022, -1.55226, 6.45891], [-16.05388, 0.53866, 7.48004], [-16.87830, 2.35997, 5.95905], [-14.66141, 3.16661, 1.62653], [-13.83632, 3.53912, 0.18984], [-14.02170, 1.92619, 0.62561], [-15.30780, 3.79114, -1.89475], [-17.57588, 4.19504, -2.71830], [-19.52128, 3.37368, -1.38886], [-20.44021, 2.20275, 0.31399], [-19.62950, 2.70683, 1.84825], [-19.50799, 1.08414, 1.25216], [-17.75129, -1.82499, 1.64684], [-18.15331, -2.14154, 3.26363], [-17.79236, -3.16570, 3.92142], [-18.13896, -3.23879, 5.37671], [-19.33024, -2.33322, 5.53158], [-19.10007, -1.03011, 4.18351], [-17.15237, -3.83197, 3.53326], [-17.24966, -2.93061, 5.90157], [-18.33594, -4.30551, 5.58537], [-19.36057, -1.81576, 6.46297], [-20.27443, -2.78970, 5.20408]]}



# 3
{"formula": "C26H26GeLiN4OS2", "method": "ωB97M-V/def2-TZVPD", "total_charge": -1, "homo_lumo_gap_ev": 7.90, "relative_energy_kcal_mol": 21.5, "molar_mass_g_mol": 554.2, "species": ["Li", "C", "C", "N", "C", "C", "C", "S", "N", "C", "O", "C", "C", "C", "C", "C", "C", "H", "H", "H", "H", "H", "H", "H", "H", "H", "H", "H", "H", "H", "H", "H", "Ge", "C", "C", "C", "C", "C", "C", "C", "C", "C", "C", "C", "C", "H", "H", "H", "H", "H", "H", "H", "H", "H", "H", "H", "N", "C", "S", "C", "N"], "positions_angstrom": [[-0.17939, -0.06509, -0.79494], [5.36361, 0.98121, 0.85916], [4.88661, 0.46611, -0.49704], [4.28441, -0.84079, -0.41694], [5.09041, -1.99129, -0.74674], [5.12781, -2.28569, -2.24684], [2.95681, -0.97199, -0.17014], [2.11331, 0.35191, 0.43736], [2.46591, -2.20069, -0.29734], [1.21591, -2.45839, -0.61904], [0.39661, -1.65909, -1.12404], [0.81461, -3.88359, -0.47974], [1.76341, -4.89859, -0.44624], [1.36131, -6.22139, -0.43314], [0.01101, -6.53659, -0.43574], [-0.93689, -5.52659, -0.41594], [-0.53849, -4.20379, -0.43994], [5.88321, 1.92931, 0.73706], [6.03241, 0.26751, 1.33816], [4.49501, 1.13461, 1.49276], [5.72211, 0.41971, -1.20104], [4.13441, 1.15791, -0.88794], [4.66351, -2.85099, -0.22834], [6.10481, -1.81789, -0.37434], [4.11911, -2.48209, -2.59714], [5.74971, -3.15559, -2.45604], [5.51601, -1.43509, -2.80324], [2.81011, -4.63429, -0.45094], [2.09701, -7.01539, -0.43314], [-0.30069, -7.57279, -0.45864], [-1.99019, -5.77119, -0.39494], [-1.26149, -3.40119, -0.44124], [-2.73119, 2.40961, -0.54104], [-3.89219, 1.46681, 0.77526], [-3.50969, 1.15561, 2.07076], [-4.38209, 0.50251, 2.92636], [-5.64779, 0.14691, 2.49606], [-6.03589, 0.44491, 1.20126], [-5.16389, 1.10181, 0.35176], [-2.39499, 4.27471, 0.12256], [-1.80839, 4.48011, 1.36546], [-1.30879, 5.71731, 1.73146], [-1.38989, 6.78321, 0.85236], [-1.99179, 6.60461, -0.38164], [-2.48459, 5.36131, -0.73744], [-3.48729, 2.55231, -1.85844], [-2.51379, 1.40041, 2.41966], [-4.06919, 0.25571, 3.93226], [-6.32709, -0.36889, 3.16266], [-7.01529, 0.14811, 0.85206], [-5.46789, 1.31691, -0.66534], [-1.71159, 3.64931, 2.05336], [-0.82319, 5.84661, 2.69016], [-0.97029, 7.74591, 1.11956], [-2.04639, 7.43131, -1.07884], [-2.92909, 5.21761, -1.71494], [0.10921, 2.25021, -1.71194], [-0.90639, 2.25901, -1.17974], [-3.92559, -2.12399, -0.91904], [-2.93619, -0.89469, -0.95004], [-2.21099, 0.03671, -0.95814]]}



# 4
{"formula": "C26H26LiNO", "method": "ωB97M-V/def2-TZVPD", "homo_lumo_gap_ev": 4.53, "molar_mass_g_mol": 375.4, "species": ["C", "N", "C", "C", "C", "C", "C", "C", "C", "C", "C", "C", "C", "O", "C", "C", "C", "C", "C", "H", "H", "H", "H", "H", "H", "H", "H", "H", "H", "H", "H", "H", "H", "H", "H", "H", "H", "H", "C", "Li", "C", "C", "C", "C", "C", "C", "C", "C", "H", "H", "H", "H", "H", "H", "H"], "positions_angstrom": [[4.32710, -4.73056, -1.64786], [4.57539, -3.59896, -0.77719], [5.30216, -3.92594, 0.44434], [3.93858, -2.38268, -0.99055], [3.10956, -1.81888, 0.01871], [2.55822, -0.56235, -0.15688], [2.90874, 0.26144, -1.27856], [2.56093, 1.63875, -1.33234], [2.37310, 2.48866, -0.22299], [1.85344, 3.80776, -0.43604], [1.66806, 4.69990, 0.57195], [1.18754, 6.08348, 0.28516], [1.92967, 4.29603, 1.97798], [1.68544, 5.05591, 2.94056], [2.49212, 2.95134, 2.19260], [2.79768, 2.51504, 3.58380], [2.73306, 2.14087, 1.12271], [3.62760, -0.37118, -2.34246], [4.10492, -1.65172, -2.20491], [3.72447, -4.40215, -2.50002], [5.25919, -5.17915, -2.01900], [3.78062, -5.52772, -1.11330], [5.58413, -3.02260, 1.00063], [4.71026, -4.58719, 1.09824], [6.22473, -4.47031, 0.17898], [2.90339, -2.36702, 0.95259], [1.90555, -0.14886, 0.62503], [2.60937, 2.13920, -2.30636], [1.58784, 4.12244, -1.44839], [1.04414, 6.65783, 1.20673], [1.91243, 6.60532, -0.35778], [0.24331, 6.03827, -0.27781], [2.56031, 3.32843, 4.26947], [2.21191, 1.63147, 3.86274], [3.85454, 2.24981, 3.69291], [3.21914, 1.18323, 1.30641], [3.90038, 0.23805, -3.21186], [4.71306, -2.10135, -3.00116], [-1.67751, 2.84819, -3.41250], [1.90646, -0.36962, -4.92835], [-1.16492, 2.76862, -2.07338], [-0.35950, 1.61190, -1.98538], [-0.33078, 0.97753, -3.26560], [-1.19329, 1.72748, -4.15678], [-1.60534, 1.12577, -5.35405], [-1.19371, -0.15745, -5.67572], [-0.34737, -0.89053, -4.81856], [0.12275, -0.30899, -3.62754], [-2.31965, 3.62423, -3.84115], [-1.33902, 3.48904, -1.27289], [0.04896, 1.19228, -1.07293], [-2.31838, 1.63883, -6.00292], [-1.52552, -0.62599, -6.60641], [-0.17610, -1.94472, -5.05074], [0.85891, -0.81995, -2.98494]]}



Copy entry 3 word for word.
{"formula": "C26H26GeLiN4OS2", "method": "ωB97M-V/def2-TZVPD", "total_charge": -1, "homo_lumo_gap_ev": 7.90, "relative_energy_kcal_mol": 21.5, "molar_mass_g_mol": 554.2, "species": ["Li", "C", "C", "N", "C", "C", "C", "S", "N", "C", "O", "C", "C", "C", "C", "C", "C", "H", "H", "H", "H", "H", "H", "H", "H", "H", "H", "H", "H", "H", "H", "H", "Ge", "C", "C", "C", "C", "C", "C", "C", "C", "C", "C", "C", "C", "H", "H", "H", "H", "H", "H", "H", "H", "H", "H", "H", "N", "C", "S", "C", "N"], "positions_angstrom": [[-0.17939, -0.06509, -0.79494], [5.36361, 0.98121, 0.85916], [4.88661, 0.46611, -0.49704], [4.28441, -0.84079, -0.41694], [5.09041, -1.99129, -0.74674], [5.12781, -2.28569, -2.24684], [2.95681, -0.97199, -0.17014], [2.11331, 0.35191, 0.43736], [2.46591, -2.20069, -0.29734], [1.21591, -2.45839, -0.61904], [0.39661, -1.65909, -1.12404], [0.81461, -3.88359, -0.47974], [1.76341, -4.89859, -0.44624], [1.36131, -6.22139, -0.43314], [0.01101, -6.53659, -0.43574], [-0.93689, -5.52659, -0.41594], [-0.53849, -4.20379, -0.43994], [5.88321, 1.92931, 0.73706], [6.03241, 0.26751, 1.33816], [4.49501, 1.13461, 1.49276], [5.72211, 0.41971, -1.20104], [4.13441, 1.15791, -0.88794], [4.66351, -2.85099, -0.22834], [6.10481, -1.81789, -0.37434], [4.11911, -2.48209, -2.59714], [5.74971, -3.15559, -2.45604], [5.51601, -1.43509, -2.80324], [2.81011, -4.63429, -0.45094], [2.09701, -7.01539, -0.43314], [-0.30069, -7.57279, -0.45864], [-1.99019, -5.77119, -0.39494], [-1.26149, -3.40119, -0.44124], [-2.73119, 2.40961, -0.54104], [-3.89219, 1.46681, 0.77526], [-3.50969, 1.15561, 2.07076], [-4.38209, 0.50251, 2.92636], [-5.64779, 0.14691, 2.49606], [-6.03589, 0.44491, 1.20126], [-5.16389, 1.10181, 0.35176], [-2.39499, 4.27471, 0.12256], [-1.80839, 4.48011, 1.36546], [-1.30879, 5.71731, 1.73146], [-1.38989, 6.78321, 0.85236], [-1.99179, 6.60461, -0.38164], [-2.48459, 5.36131, -0.73744], [-3.48729, 2.55231, -1.85844], [-2.51379, 1.40041, 2.41966], [-4.06919, 0.25571, 3.93226], [-6.32709, -0.36889, 3.16266], [-7.01529, 0.14811, 0.85206], [-5.46789, 1.31691, -0.66534], [-1.71159, 3.64931, 2.05336], [-0.82319, 5.84661, 2.69016], [-0.97029, 7.74591, 1.11956], [-2.04639, 7.43131, -1.07884], [-2.92909, 5.21761, -1.71494], [0.10921, 2.25021, -1.71194], [-0.90639, 2.25901, -1.17974], [-3.92559, -2.12399, -0.91904], [-2.93619, -0.89469, -0.95004], [-2.21099, 0.03671, -0.95814]]}